(1)
Entry from OMol25: a molecular structure, C5H8NaO5Tm (ωB97M-V/def2-TZVPD).

The HOMO-LUMO gap (alpha / beta) comes out at 8.27 / 8.27 eV. Its expectation value of S² is 2.002. Its LUMO energy (alpha / beta) is -8.541 / -8.541 eV. Its maximum force is 3.2 eV/Å. Its relative energy (zero: lowest compared OMol25 entry of this formula, charge and spin) is 0.0 kJ/mol.

```
! wB97M-V def2-TZVPD RIJCOSX def2/J DEFGRID3
* xyz 2 3
C 2.549 -0.688 -1.767
O 3.750 -0.613 -2.059
O 1.638 0.017 -2.295
Na 5.591 -1.708 -2.178
O 1.250 1.133 0.590
C 0.907 0.512 1.747
C -0.189 -0.468 1.562
O -0.922 -0.186 0.571
C -2.323 -0.441 0.258
C -2.749 0.864 -0.427
O -1.809 1.289 -1.341
Tm 0.196 1.417 -1.166
H 0.547 1.149 2.594
H 1.743 -0.063 2.211
H -0.613 -1.049 2.392
H 2.249 -1.466 -0.924
H -2.853 -0.679 1.188
H -2.300 -1.286 -0.439
H -2.926 1.611 0.374
H -3.733 0.655 -0.890
*
```


(2)
Entry from OMol25: 3 unconnected molecules or ions with the total composition C34H66NO9S2 (ωB97M-V/def2-TZVPD).

The HOMO-LUMO gap comes out at 3.65 eV. Its LUMO energy is 1.696 eV. Its maximum force is 6.0 eV/Å.

```
! wB97M-V def2-TZVPD RIJCOSX def2/J DEFGRID3
* xyz -1 1
C -3.014 -4.016 1.513
O -1.615 -4.340 1.655
C -0.773 -3.162 1.673
C 0.691 -3.412 1.010
C 0.979 -2.291 -0.115
C 2.057 -2.850 -1.179
C 3.563 -2.264 -0.925
C 4.116 -1.574 -2.262
C 5.411 -0.636 -1.960
C 5.185 0.407 -0.765
C 5.640 1.910 -1.084
C 5.198 2.856 0.175
C 4.453 4.204 -0.282
C 3.404 4.783 0.785
C 2.074 3.908 0.987
C 1.246 3.599 -0.356
C 0.616 4.917 -1.046
C -0.174 4.562 -2.426
C -1.743 4.327 -2.195
C -2.453 3.422 -3.341
N -2.427 2.009 -2.825
C -1.199 1.301 -3.076
C -1.304 -0.111 -2.457
C -2.747 -0.084 -1.869
C -3.448 1.283 -2.104
C 4.650 -2.731 -3.254
C 4.430 -2.406 -4.821
C 2.916 -2.875 -5.178
O 2.334 -2.165 -6.309
C 2.009 -0.820 -6.010
C 2.027 -0.141 -4.569
O 1.666 -0.097 -6.998
H -3.422 -4.325 0.482
H -3.611 -4.641 2.283
H -3.273 -2.918 1.680
H -0.588 -2.818 2.761
H -1.249 -2.286 1.096
H 1.524 -3.361 1.804
H 0.718 -4.424 0.469
H 1.290 -1.311 0.389
H 0.005 -2.060 -0.693
H 1.729 -2.437 -2.205
H 2.056 -4.003 -1.258
H 3.462 -1.562 -0.028
H 4.254 -3.132 -0.566
H 5.703 -0.162 -2.962
H 6.270 -1.384 -1.709
H 5.830 0.032 0.120
H 4.078 0.463 -0.441
H 6.785 2.011 -1.193
H 5.071 2.314 -1.990
H 6.154 3.171 0.747
H 4.549 2.282 0.919
H 3.931 4.056 -1.286
H 5.264 5.009 -0.415
H 3.104 5.873 0.538
H 3.940 4.835 1.798
H 1.393 4.456 1.744
H 2.367 2.906 1.463
H 1.950 3.029 -1.057
H 0.395 2.887 -0.054
H -0.076 5.489 -0.325
H 1.501 5.585 -1.369
H 0.383 3.679 -2.883
H -0.077 5.447 -3.165
H -1.856 3.734 -1.220
H -2.293 5.329 -2.039
H -1.980 3.531 -4.371
H -3.556 3.765 -3.381
H -0.339 1.766 -3.646
H -0.497 -0.905 -2.455
H -3.172 -0.985 -1.320
H -4.475 1.656 -1.790
H 4.079 -3.708 -3.030
H 5.789 -2.926 -3.129
H 5.158 -2.998 -5.471
H 4.560 -1.277 -5.021
H 3.022 -3.976 -5.516
H 2.234 -2.907 -4.258
H 1.540 0.891 -4.692
H 1.539 -0.786 -3.768
H 3.119 0.072 -4.254
O -0.489 -1.156 6.983
S 0.191 -2.283 7.566
O 1.410 -2.805 7.010
O -0.867 -3.498 7.738
C -1.564 -3.963 6.582
C -0.664 -4.770 5.663
C 0.458 -1.965 9.285
H -2.022 -3.124 6.049
H -2.375 -4.602 6.936
H 0.126 -4.148 5.237
H -1.236 -5.194 4.835
H -0.178 -5.579 6.213
H -0.468 -1.603 9.730
H 1.236 -1.204 9.362
H 0.791 -2.884 9.767
O -6.575 2.235 0.051
S -7.009 1.349 1.101
O -6.829 -0.075 1.016
O -8.564 1.659 1.436
C -9.517 1.575 0.378
C -9.803 0.136 -0.014
C -6.325 1.902 2.634
H -9.183 2.160 -0.484
H -10.438 2.034 0.743
H -8.919 -0.340 -0.443
H -10.601 0.089 -0.758
H -10.094 -0.451 0.860
H -6.485 2.975 2.732
H -5.256 1.681 2.617
H -6.801 1.360 3.450
*
```


(3)
Entry from OMol25: a single C11H20N2O5 molecule (ωB97M-V/def2-TZVPD).

The HOMO-LUMO gap comes out at 10.29 eV. As for the structure (SMILES): CC(C)C[C@H](NC(=O)[C@@H](N)CCC(=O)O)C(=O)O. Its LUMO energy is 0.431 eV. Its maximum force is 2.5 eV/Å. Its relative energy (zero: lowest compared OMol25 entry of this formula, charge and spin) is 84.7 kJ/mol.

```
! wB97M-V def2-TZVPD RIJCOSX def2/J DEFGRID3
* xyz 0 1
C 0.542 -2.523 3.605
C 0.306 -1.003 3.479
C 1.514 -0.339 2.790
C -1.063 -0.595 2.918
C -1.162 -0.737 1.388
N -0.791 0.499 0.715
C -0.442 0.504 -0.591
O -0.583 -0.460 -1.314
C 0.020 1.840 -1.116
N -0.530 3.065 -0.523
C 1.549 1.840 -1.087
C 2.209 0.655 -1.886
C 2.058 0.779 -3.399
O 1.515 1.682 -4.004
O 2.489 -0.312 -4.042
C -2.480 -1.356 0.983
O -3.467 -1.461 1.698
O -2.440 -1.907 -0.221
H -0.191 -3.095 4.259
H 0.422 -2.996 2.611
H 1.535 -2.803 3.913
H 0.380 -0.733 4.523
H 1.898 -0.916 1.887
H 1.458 0.683 2.533
H 2.437 -0.318 3.344
H -1.360 0.421 3.238
H -1.734 -1.295 3.390
H -0.519 -1.504 1.037
H -0.961 1.323 1.234
H -0.295 1.881 -2.141
H -1.487 3.111 -0.718
H -0.464 3.207 0.507
H 1.925 2.853 -1.405
H 1.841 1.665 -0.080
H 1.791 -0.339 -1.626
H 3.334 0.652 -1.637
H 2.470 0.036 -4.945
H -1.659 -1.500 -0.707
*
```


(4)
Entry from OMol25: 2 unconnected molecules or ions with the total composition C5H8O4 (ωB97M-V/def2-TZVPD).

The HOMO-LUMO gap comes out at 8.42 eV. Its LUMO energy is 0.622 eV. Its maximum force is 0.4 eV/Å. Its relative energy (zero: lowest compared OMol25 entry of this formula, charge and spin) is 392.7 kJ/mol.

```
! wB97M-V def2-TZVPD RIJCOSX def2/J DEFGRID3
* xyz 0 1
C 0.969 -1.740 -1.537
C 0.659 2.197 -0.121
C -0.525 0.504 1.296
C -0.031 0.897 0.128
C -1.736 -0.091 0.858
O 0.201 -2.479 -0.962
O 1.967 -2.165 -2.314
O -0.359 1.031 2.568
O -1.950 -1.196 0.165
H -1.108 -1.609 -0.151
H 1.956 -3.138 -2.330
H -0.727 0.419 3.218
H 0.917 -0.648 -1.460
H -2.676 0.341 1.206
H -0.103 2.974 -0.256
H 1.285 2.513 0.723
H 1.262 2.189 -1.031
*
```


no.,energy (a.u.)
1,-1818.52533
2,-2863.01361
3,-916.89696
4,-496.15307